9
Properties=species:S:1:pos:R:3:nbo_charge:R:1 method="wB97M-V/def2-TZVPD" charge=-1 spin_multiplicity=3 orbital_gap_ha="0.14129 / 0.24275" lumo_ha="0.1632 / 0.0040"
N 0.793 -0.238 -0.539 -0.8902
N -0.382 0.560 -0.763 -0.6409
O -1.789 -1.482 -0.168 -1.1216
O -2.871 0.924 -0.128 -1.0883
P -1.710 -0.063 0.077 2.0507
H 0.959 -0.488 0.448 0.1578
H 0.603 -1.022 -1.151 0.3300
H -0.210 1.469 -0.651 0.3676
H -1.007 0.003 1.266 -0.1651

103
Properties=species:S:1:pos:R:3:lowdin_charge:R:1 method="wB97M-V/def2-TZVPD" spin_multiplicity=1 orbital_gap_ha=0.34810 smiles="CNCN(CCC(F)(F)C(F)(F)C(F)(F)C(F)(F)S(F)(F)(F)(F)F)S(=O)(=O)F.C[C@@H]1COC(=O)O1.C[C@@H]1COC(=O)O1.C[C@@H]1COC(=O)O1.C[C@@H]1COC(=O)O1.C[C@@H]1COC(=O)O1" lumo_ha=0.0022
C 2.579 -2.600 0.872 -0.0856
N 2.668 -1.407 -0.005 -0.0914
C 1.506 -1.139 -0.854 -0.2206
N 1.261 0.322 -1.043 -0.1751
C 1.075 0.950 0.300 -0.1610
C 0.269 2.245 0.260 -0.0547
C -1.198 2.144 -0.169 -0.4000
F -1.689 3.421 -0.206 0.1073
F -1.227 1.671 -1.465 0.1019
C -2.079 1.224 0.717 -0.2935
F -1.925 -0.074 0.282 0.1206
F -1.558 1.256 1.997 0.1228
C -3.579 1.600 0.899 -0.3105
F -3.587 2.866 1.453 0.1185
F -4.108 0.783 1.869 0.1283
C -4.528 1.711 -0.336 -0.3310
F -4.063 2.713 -1.176 0.1027
F -5.740 2.155 0.168 0.0982
S -4.850 0.163 -1.397 0.8076
F -5.320 1.101 -2.611 -0.1296
F -6.380 0.084 -0.924 -0.1374
F -4.441 -0.791 -0.197 -0.1225
F -3.358 0.228 -1.934 -0.1199
F -5.100 -1.119 -2.301 -0.1099
S 2.463 1.017 -1.919 0.6295
O 2.518 0.297 -3.181 -0.2742
O 2.275 2.432 -2.082 -0.2482
F 3.863 0.793 -1.235 -0.1310
H 1.556 -2.908 1.089 0.0766
H 3.044 -2.350 1.827 0.0603
H 3.157 -3.439 0.478 0.0824
H 3.407 -1.624 -0.661 0.0937
H 0.604 -1.577 -0.426 0.1266
H 1.648 -1.588 -1.840 0.1228
H 2.049 1.191 0.736 0.1266
H 0.648 0.203 0.968 0.1247
H 0.349 2.749 1.225 0.1405
H 0.687 2.937 -0.473 0.1170
C -5.327 -3.270 4.955 -0.0200
C -3.860 -3.620 4.990 -0.3262
C -2.985 -2.628 5.725 -0.0911
O -1.729 -2.775 5.050 0.0550
C -1.986 -3.210 3.792 -0.5791
O -1.182 -3.259 2.920 0.1598
O -3.280 -3.583 3.670 0.0871
H -5.487 -2.340 4.411 0.0903
H -5.894 -4.045 4.441 0.0879
H -5.721 -3.165 5.966 0.0920
H -3.722 -4.630 5.386 0.1568
H -2.877 -2.855 6.783 0.1384
H -3.324 -1.597 5.611 0.1398
C 1.770 2.398 -6.926 -0.0132
C 3.244 2.581 -6.668 -0.3233
C 3.578 3.204 -5.334 -0.0869
O 4.820 3.871 -5.614 0.0663
C 4.838 4.165 -6.936 -0.5710
O 5.634 4.873 -7.459 0.1608
O 3.824 3.537 -7.578 0.0823
H 1.265 3.364 -6.961 0.0914
H 1.607 1.912 -7.888 0.0868
H 1.320 1.783 -6.146 0.0936
H 3.768 1.630 -6.799 0.1483
H 3.705 2.469 -4.550 0.1150
H 2.846 3.948 -5.012 0.1437
C 0.244 -6.356 4.701 -0.0151
C 1.731 -6.142 4.787 -0.3215
C 2.181 -5.465 6.061 -0.0980
O 3.356 -4.774 5.638 0.0660
C 3.240 -4.525 4.311 -0.5563
O 3.961 -3.804 3.707 0.1629
O 2.189 -5.205 3.790 0.0864
H -0.278 -5.399 4.690 0.0737
H -0.017 -6.871 3.777 0.0924
H -0.115 -6.950 5.541 0.0926
H 2.266 -7.082 4.626 0.1585
H 2.419 -6.165 6.859 0.1382
H 1.457 -4.733 6.425 0.1393
C -4.873 5.333 3.227 -0.0252
C -4.337 6.212 4.329 -0.3317
C -4.156 7.665 3.953 -0.0961
O -3.074 8.066 4.802 0.0634
C -2.340 6.961 5.085 -0.5644
O -1.279 6.971 5.610 0.1722
O -2.993 5.842 4.681 0.0830
H -4.173 5.291 2.393 0.0841
H -5.005 4.312 3.585 0.0848
H -5.834 5.701 2.868 0.0932
H -4.955 6.116 5.226 0.1575
H -5.037 8.271 4.150 0.1375
H -3.852 7.797 2.912 0.1400
C 5.587 -1.551 -7.978 -0.0205
C 4.970 -1.647 -6.605 -0.3359
C 5.081 -3.006 -5.950 -0.0953
O 3.918 -3.036 -5.112 0.0610
C 2.990 -2.215 -5.667 -0.5679
O 1.858 -2.153 -5.330 0.1676
O 3.543 -1.478 -6.664 0.0741
H 5.073 -2.212 -8.676 0.0926
H 5.499 -0.538 -8.369 0.0841
H 6.644 -1.817 -7.945 0.0918
H 5.373 -0.866 -5.952 0.1574
H 5.981 -3.120 -5.352 0.1379
H 5.017 -3.827 -6.668 0.1389

24
Properties=species:S:1:pos:R:3:nbo_charge:R:1 method="wB97M-V/def2-TZVPD" spin_multiplicity=1 orbital_gap_ha=0.36004 smiles="C[C@@H](S)C(S)(S)n1c(=O)[nH]c(=O)[nH]c1=O" lumo_ha=0.0148
C 1.826 -1.512 -0.981 -0.6338
C 1.893 -0.528 0.224 -0.4167
S 3.625 0.118 0.325 -0.0201
C 0.929 0.641 0.175 -0.0414
S 1.004 1.547 1.872 -0.0364
S 1.197 1.745 -1.227 0.0529
N -0.665 0.251 0.034 -0.5335
C -1.101 -0.926 0.622 0.8156
O -0.478 -1.780 1.170 -0.5901
N -2.499 -1.058 0.579 -0.6751
C -3.464 -0.206 -0.008 0.7952
O -4.631 -0.329 0.191 -0.5660
N -2.840 0.721 -0.772 -0.6683
C -1.541 1.184 -0.394 0.8093
O -1.249 2.352 -0.433 -0.5773
H 1.255 -2.347 -0.692 0.2382
H 1.580 -1.064 -1.890 0.2260
H 2.827 -1.954 -1.301 0.2316
H 1.895 -1.171 1.107 0.2773
H 3.538 0.720 1.538 0.1522
H 0.621 2.737 1.481 0.1517
H 2.448 1.294 -1.166 0.1260
H -2.835 -1.944 0.902 0.4318
H -3.337 1.508 -1.356 0.4511